# 1
Computed, not measured: a 2-piece molecular cluster, C4H4 overall in a non-equilibrium geometry, with ωB97M-V with the def2-TZVPD basis set.

Computed properties:
F_max, Eh/bohr: 0.085
Relative energy (zero: lowest compared OMol25 entry of this formula, charge and spin), kJ/mol: 317.8
Kohn-Sham gap, eV: 11.69
Calculated total energy, Eh: -154.5994
Structure (SMILES): C#C.C#C

Last columns: bonded neighbours and bond lengths (Å).
CARTESIAN COORDINATES (ANGSTROEM)
1 H -4.264 -1.705 0.228  C8 1.244
2 H -3.052 1.682 0.014  C5 1.220
3 C 3.066 -0.046 -0.025  H4 1.111, C6 1.201
4 H 2.073 0.322 0.311  C3 1.111
5 C -3.628 0.609 -0.049  H2 1.220, C8 1.223
6 C 4.267 -0.048 -0.027  C3 1.201, H7 1.128
7 H 5.335 -0.213 -0.349  C6 1.128
8 C -3.797 -0.600 -0.103  H1 1.244, C5 1.223



# 2
Computed, not measured: one molecule with the formula C4H4 in a non-equilibrium geometry, with ωB97M-V with the def2-TZVPD basis set.

Computed properties:
F_max, Eh/bohr: 0.085
Relative energy (zero: lowest compared OMol25 entry of this formula, charge and spin), kJ/mol: 261.3
Kohn-Sham gap, eV: 8.56
Calculated total energy, Eh: -154.6210

Last columns: bonded neighbours and bond lengths (Å).
CARTESIAN COORDINATES (ANGSTROEM)
1 H 0.685 1.830 0.480  C5 1.180
2 H -1.083 0.622 -1.100  C3 1.048
3 C -0.482 0.038 -0.472  H2 1.048, C5 1.500, C7 1.385
4 H 1.297 0.083 0.638  C5 1.118
5 C 0.366 0.698 0.574  H1 1.180, C3 1.500, H4 1.118, H8 1.011
6 C -0.102 -2.489 -0.927  C7 1.260
7 C -0.511 -1.340 -0.613  C3 1.385, C6 1.260
8 H -0.171 0.558 1.419  C5 1.011



# 3
Computed, not measured: one molecule with the formula C4H4 in a non-equilibrium geometry, with ωB97M-V with the def2-TZVPD basis set.

Computed properties:
F_max, Eh/bohr: 0.153
Relative energy (zero: lowest compared OMol25 entry of this formula, charge and spin), kJ/mol: 311.7
Kohn-Sham gap, eV: 8.37
Calculated total energy, Eh: -154.6018

Last columns: bonded neighbours and bond lengths (Å).
CARTESIAN COORDINATES (ANGSTROEM)
1 H -0.717 -1.631 0.293  C5 1.029
2 H 0.840 -0.127 -0.633  C4 1.071
3 H -0.530 1.118 -0.492  C4 1.142
4 C 0.108 0.315 0.011  H2 1.071, H3 1.142, C5 1.487, H8 1.089
5 C -1.007 -0.647 0.214  H1 1.029, C4 1.487, C7 1.481
6 C -3.428 0.297 -0.401  C7 1.243
7 C -2.389 -0.121 0.139  C5 1.481, C6 1.243
8 H 0.374 0.642 1.016  C4 1.089



# 4
Computed, not measured: a 16-piece molecular cluster, C4H41N2O15 overall in a non-equilibrium geometry, with ωB97M-V with the def2-TZVPD basis set.

Computed properties:
F_max, Eh/bohr: 0.100
Relative energy (zero: lowest compared OMol25 entry of this formula, charge and spin), kJ/mol: 142.9
Kohn-Sham gap (alpha / beta), eV: 8.54 / 4.72
Calculated total energy, Eh: -1414.4354
2S+1: 2
Net charge: +2

Last columns: bonded neighbours and bond lengths (Å).
CARTESIAN COORDINATES (ANGSTROEM)
1 H 1.997 -2.074 -2.641  O30 0.951
2 H 3.271 2.754 2.697  O22 0.959
3 H -3.351 -1.493 0.175  O58 0.953
4 H -0.510 -0.104 -1.094  C15 1.133
5 C -1.421 1.721 -1.840  C15 1.487, H23 1.135, H44 1.104, C57 1.635
6 H -0.381 5.326 0.058  C12 1.094
7 H -1.948 0.043 2.241  O27 0.975
8 H -4.816 2.245 0.481  O55 0.949
9 H -4.734 0.741 -0.123  O55 0.933
10 N -0.607 3.824 -1.067  C12 1.263, C57 1.474
11 O 2.512 0.013 3.648  H19 0.953, H24 1.003
12 C -0.111 4.980 -0.944  H6 1.094, N10 1.263, H34 1.072
13 H -0.530 -1.821 2.335  O40 1.020
14 O 2.015 0.061 -0.034  H29 1.016, H60 0.947
15 C -0.354 1.019 -1.079  H4 1.133, C5 1.487, H32 1.124, N35 1.504
16 O 2.447 -3.121 2.765  H46 0.959, H51 0.957
17 O -1.167 -1.611 -2.780  H31 0.964, H48 0.990
18 H 0.320 2.296 0.245  N35 1.039
19 H 3.072 -0.757 3.635  O11 0.953
20 H 2.108 3.015 -4.639  O33 0.944
21 O -1.713 -3.062 2.252  H38 0.981, H52 0.959
22 O 3.421 2.355 1.838  H2 0.959, H41 1.001
23 H -2.380 2.075 -1.345  C5 1.135
24 H 1.536 -0.219 3.667  O11 1.003
25 H -1.710 3.719 -2.738  C57 1.109
26 H 0.935 -3.905 0.076  O45 0.988
27 O -2.280 0.960 2.268  H7 0.975, H47 0.974
28 H 0.086 2.994 -2.875  C57 1.065
29 H 2.502 -0.657 0.496  O14 1.016
30 O 1.425 -1.558 -2.083  H1 0.951, H36 1.028
31 H -0.264 -1.603 -2.442  O17 0.964
32 H 0.673 1.200 -1.496  C15 1.124
33 O 2.561 2.802 -3.838  H20 0.944, H39 0.990
34 H 0.384 5.565 -1.694  C12 1.072
35 N -0.166 1.386 0.367  C15 1.504, H18 1.039, H42 1.006, H50 1.075
36 H 2.065 -1.043 -1.465  O30 1.028
37 H 1.010 -2.489 -0.606  O45 0.971
38 H -1.767 -3.538 1.397  O21 0.981
39 H 3.429 2.373 -4.044  O33 0.990
40 O 0.098 -1.113 1.956  H13 1.020, H49 1.040
41 H 3.215 1.389 2.002  O22 1.001
42 H -0.981 1.328 0.954  N35 1.006
43 O 3.601 -1.788 0.642  H53 0.971, H54 1.002
44 H -1.549 1.086 -2.734  C5 1.104
45 O 0.985 -2.935 0.257  H26 0.988, H37 0.971
46 H 2.439 -3.443 3.668  O16 0.959
47 H -2.510 1.076 3.207  O27 0.974
48 H -1.158 -2.224 -3.557  O17 0.990
49 H 0.256 -1.670 1.091  O40 1.040
50 H 0.602 0.724 0.725  N35 1.075
51 H 1.574 -3.452 2.555  O16 0.957
52 H -2.595 -3.078 2.629  O21 0.959
53 H 4.386 -1.664 1.200  O43 0.971
54 H 3.127 -2.562 1.065  O43 1.002
55 O -4.623 1.659 -0.241  H8 0.949, H9 0.933
56 O -2.567 -3.018 -1.040  H59 0.959, H61 0.959
57 C -0.832 3.155 -2.360  C5 1.635, N10 1.474, H25 1.109, H28 1.065
58 O -3.797 -1.070 0.902  H3 0.953, H62 0.960
59 H -2.147 -2.519 -1.743  O56 0.959
60 H 2.711 0.688 -0.171  O14 0.947
61 H -3.085 -3.672 -1.512  O56 0.959
62 H -4.711 -1.309 0.733  O58 0.960



# 5
Computed, not measured: a 16-piece molecular cluster, C4H41NO15S overall in a non-equilibrium geometry, with ωB97M-V with the def2-TZVPD basis set.

Computed properties:
F_max, Eh/bohr: 0.076
Relative energy (zero: lowest compared OMol25 entry of this formula, charge and spin), kJ/mol: 164.7
Kohn-Sham gap, eV: 7.84
Calculated total energy, Eh: -1758.4606

Last columns: bonded neighbours and bond lengths (Å).
CARTESIAN COORDINATES (ANGSTROEM)
1 S 1.375 -2.094 -1.589  H19 1.381, C58 1.912
2 H 4.354 -1.933 0.591  O4 0.967
3 H 2.878 1.006 -0.305  O57 0.969
4 O 3.729 -1.204 0.488  H2 0.967, H22 0.971
5 H 3.793 1.519 2.580  O17 0.965
6 O -2.071 0.532 2.707  H16 0.972, H35 0.979
7 H -0.276 -3.722 2.637  O21 0.987
8 H -0.415 3.024 -4.224  O38 0.975
9 H -1.080 2.709 -0.775  C26 1.099
10 O 0.263 1.221 4.092  H24 0.955, H27 0.973
11 H 2.168 -1.275 4.326  O43 0.966
12 H 2.705 4.079 -0.662  O33 0.960
13 H -1.845 -2.118 -1.134  C52 1.113
14 O -2.123 -4.014 1.628  H28 0.968, H29 0.969
15 H -0.271 1.126 -4.049  O61 0.954
16 H -1.714 0.730 1.825  O6 0.972
17 O 3.818 2.363 2.112  H5 0.965, H25 0.980
18 N -0.544 0.797 0.047  C26 1.448, H36 1.026, C47 1.431
19 H 2.062 -0.899 -1.511  S1 1.381
20 O -3.722 -1.669 2.116  H32 0.963, H46 0.962
21 O 0.618 -3.359 2.845  H7 0.987, H34 0.990
22 H 4.190 -0.470 0.925  O4 0.971
23 H -5.356 -0.948 -2.011  O37 0.975
24 H 0.565 1.972 3.585  O10 0.955
25 H 3.012 2.540 1.584  O17 0.980
26 C -0.923 2.188 0.180  H9 1.099, N18 1.448, H39 1.096, H48 1.085
27 H 0.667 0.368 3.855  O10 0.973
28 H -2.976 -4.192 2.049  O14 0.968
29 H -2.417 -3.209 1.175  O14 0.969
30 H 2.728 4.581 0.870  O33 0.979
31 H 2.133 2.293 0.032  O57 0.971
32 H -3.565 -0.760 2.391  O20 0.963
33 O 2.186 4.236 0.131  H12 0.960, H30 0.979
34 H 0.616 -3.443 3.831  O21 0.990
35 H -1.225 0.477 3.196  O6 0.979
36 H 0.343 0.762 -0.468  N18 1.026
37 O -4.567 -1.520 -2.010  H23 0.975, H40 0.972
38 O 0.177 3.342 -3.517  H8 0.975, H41 0.963
39 H -1.772 2.318 0.860  C26 1.096
40 H -4.254 -1.371 -2.918  O37 0.972
41 H 0.978 3.599 -3.986  O38 0.963
42 H -1.734 -2.074 0.488  C52 1.077
43 O 1.954 -0.807 3.509  H11 0.966, H59 0.974
44 H 0.763 0.109 -4.431  O61 0.986
45 O 2.326 0.737 -3.680  H53 0.959, H62 0.969
46 H -4.633 -1.698 1.808  O20 0.962
47 C -1.461 -0.065 -0.633  N18 1.431, H49 1.081, C52 1.622, H60 1.117
48 H -0.203 2.770 0.745  C26 1.085
49 H -2.481 0.115 -0.322  C47 1.081
50 H -2.103 -1.587 -3.120  O54 0.976
51 H -1.802 -0.730 -4.250  O54 0.971
52 C -1.213 -1.643 -0.350  H13 1.113, H42 1.077, C47 1.622, C58 1.524
53 H 2.966 1.297 -4.124  O45 0.959
54 O -2.580 -1.157 -3.855  H50 0.976, H51 0.971
55 H 0.553 -2.843 0.276  C58 1.123
56 H 0.691 -1.177 0.758  C58 1.110
57 O 2.030 1.455 -0.446  H3 0.969, H31 0.971
58 C 0.273 -1.807 -0.054  S1 1.912, C52 1.524, H55 1.123, H56 1.110
59 H 1.476 -1.545 3.091  O43 0.974
60 H -1.270 -0.079 -1.734  C47 1.117
61 O -0.211 0.260 -4.445  H15 0.954, H44 0.986
62 H 2.418 0.887 -2.728  O45 0.969



# 6
Computed, not measured: a 22-piece molecular cluster, C4H42BO29 overall in a non-equilibrium geometry, with ωB97M-V with the def2-TZVPD basis set.

Computed properties:
F_max, Eh/bohr: 0.180
Relative energy (zero: lowest compared OMol25 entry of this formula, charge and spin), kJ/mol: 0.0
Kohn-Sham gap, eV: 8.23
Calculated total energy, Eh: -2384.7358
Net charge: -1

Last columns: bonded neighbours and bond lengths (Å).
CARTESIAN COORDINATES (ANGSTROEM)
1 H 0.828 -1.140 -3.409  O53 0.933
2 C -1.709 1.394 0.902  O8 1.250, O21 1.270, C31 1.385
3 O -2.997 -0.669 3.190  H11 0.930, H76 0.956
4 O 0.596 -3.460 0.381  C74 1.281
5 O -1.210 2.543 -4.267  H9 0.962, H49 0.972
6 H -0.116 2.956 2.660  O17 0.944
7 H -4.202 -1.863 -0.620  O48 0.987
8 O -1.165 0.415 1.459  C2 1.250, B55 1.462
9 H -1.191 1.718 -3.772  O5 0.962
10 H -0.291 0.871 3.827  O13 0.960
11 H -2.740 -1.540 2.991  O3 0.930
12 O -2.727 4.236 3.475  H46 0.967, H47 0.964
13 O -0.477 1.804 3.952  H10 0.960, H30 0.937
14 O -0.461 -1.512 0.221  B55 1.464, C74 1.234
15 O 4.273 1.086 1.051  H29 0.961, H37 0.974
16 H 0.196 4.919 -0.641  O45 0.931
17 O 0.071 3.601 1.997  H6 0.944, H56 0.958
18 H -2.823 2.392 -2.681  O57 0.940
19 H 1.613 -3.584 -1.882  O63 0.967
20 H -1.167 -0.405 -2.549  O68 0.956
21 O -2.670 2.060 1.399  C2 1.270
22 H -1.651 -4.495 -1.083  O51 0.978
23 H -2.684 -0.140 -2.657  O68 0.977
24 O 3.285 -0.415 -1.538  H25 0.978, H73 0.949
25 H 3.924 0.324 -1.563  O24 0.978
26 O -1.533 2.461 -1.142  C31 1.219
27 H 1.676 -4.287 1.770  O64 0.945
28 H 2.816 -2.967 -2.623  O63 0.965
29 H 4.406 0.736 1.936  O15 0.961
30 H 0.294 1.976 4.454  O13 0.937
31 C -1.169 1.604 -0.356  C2 1.385, O26 1.219, O43 1.242
32 H 3.906 -2.354 0.315  O70 0.970
33 H 4.353 -3.299 -0.766  O70 0.941
34 O 2.737 -1.684 1.258  C41 1.240
35 H -4.850 1.994 -0.146  O67 0.943
36 O 1.224 -0.166 1.037  C41 1.228, B55 1.460
37 H 3.524 0.565 0.710  O15 0.974
38 H -0.856 -4.316 0.172  O51 0.960
39 H 1.499 3.035 0.961  O50 0.952
40 O 2.953 -3.194 4.218  H42 0.937, H65 0.968
41 C 1.562 -1.347 1.049  O34 1.240, O36 1.228, C74 1.436
42 H 3.032 -2.460 3.641  O40 0.937
43 O -0.277 0.776 -0.605  C31 1.242, B55 1.468
44 O -1.441 -2.784 -2.523  H59 1.009, H62 0.959
45 O 0.215 4.382 -1.401  H16 0.931, H54 0.954
46 H -2.894 4.533 2.570  O12 0.967
47 H -2.589 3.317 3.216  O12 0.964
48 O -3.217 -1.824 -0.589  H7 0.987, H75 0.972
49 H -1.397 2.265 -5.179  O5 0.972
50 O 2.234 2.759 0.423  H39 0.952, H61 0.944
51 O -1.532 -4.889 -0.196  H22 0.978, H38 0.960
52 H 1.443 -0.794 -2.023  O53 0.934
53 O 0.684 -1.076 -2.489  H1 0.933, H52 0.934
54 H -0.616 3.918 -1.337  O45 0.954
55 B -0.152 -0.120 0.551  O8 1.462, O14 1.464, O36 1.460, O43 1.468
56 H -0.773 3.901 1.658  O17 0.958
57 O -3.748 2.387 -2.843  H18 0.940, H71 0.962
58 H 0.987 1.127 -2.005  O60 0.937
59 H -2.252 -2.497 -1.997  O44 1.009
60 O 1.437 1.764 -2.524  H58 0.937, H66 0.954
61 H 2.829 2.357 1.035  O50 0.944
62 H -0.656 -2.318 -2.230  O44 0.959
63 O 2.560 -3.407 -1.803  H19 0.967, H28 0.965
64 O 2.308 -4.793 2.257  H27 0.945, H72 0.980
65 H 2.635 -3.895 3.631  O40 0.968
66 H 1.633 2.379 -1.821  O60 0.954
67 O -4.569 2.879 -0.306  H35 0.943, H69 0.979
68 O -1.822 0.050 -3.075  H20 0.956, H23 0.977
69 H -3.841 3.014 0.335  O67 0.979
70 O 4.655 -2.563 -0.264  H32 0.970, H33 0.941
71 H -4.094 2.349 -1.946  O57 0.962
72 H 3.036 -5.103 1.680  O64 0.980
73 H 3.716 -1.165 -1.148  O24 0.949
74 C 0.522 -2.190 0.531  O4 1.281, O14 1.234, C41 1.436
75 H -2.789 -2.023 0.261  O48 0.972
76 H -2.316 -0.108 2.821  O3 0.956



Which value of relative energy (zero: lowest compared OMol25 entry of this formula, charge and spin) does entry 1 give? 317.8 kJ/mol



Which of these has the highest relative energy (zero: lowest compared OMol25 entry of this formula, charge and spin)? number 1



Among the records above, which one has the highest relative energy (zero: lowest compared OMol25 entry of this formula, charge and spin)? number 1